Entry 1:
A molecular structure, C29H62NO25S4. Source: the Open Molecules 2025 dataset; level of theory: the ωB97M-V functional and the def2-TZVPD basis.

## Properties
energy: -4669.8225 a.u.
E_HOMO: -11.50 eV
gap between HOMO and LUMO: 9.5 eV
LUMO: -0.0737 hartree
net charge: +1
relative energy (zero: lowest compared OMol25 entry of this formula, charge and spin): 347.55 kJ/mol

Geometry (Å):
C -0.253 1.953 0.346
N -0.576 0.640 -0.225
C -1.874 0.663 -1.069
C 0.572 0.457 -1.209
C -0.702 -0.548 0.731
C -0.693 -2.012 0.163
O -0.747 -2.789 1.386
H -0.322 2.783 -0.382
H 0.668 1.758 0.946
H -1.066 1.995 1.117
H -2.907 0.642 -0.526
H -1.937 -0.017 -1.918
H -1.915 1.589 -1.549
H 0.444 -0.279 -2.018
H 1.489 -0.067 -0.726
H 0.608 1.259 -1.812
H -1.570 -0.232 1.322
H -0.010 -0.440 1.510
H 0.225 -2.406 -0.270
H -1.761 -2.457 -0.529
H -1.181 -2.489 2.083
O -2.601 -1.888 2.856
S -2.852 -1.545 4.257
O -2.354 -2.393 5.365
O -1.945 -0.107 4.209
C -0.568 -0.278 4.505
C 0.007 1.082 4.379
C -4.550 -1.090 4.602
H -0.056 -0.963 3.883
H -0.821 -0.704 5.422
H 0.963 1.238 4.928
H -0.434 1.726 4.859
H 0.125 1.332 3.286
H -4.713 -0.157 5.297
H -5.064 -1.982 4.857
H -5.049 -0.863 3.653
O 0.618 6.311 -3.019
S 0.745 5.752 -1.705
O 1.513 4.574 -1.344
O 1.393 6.988 -0.785
C 2.717 7.450 -1.124
C 3.306 8.277 0.011
C -0.888 5.633 -1.189
H 2.853 8.023 -2.080
H 3.338 6.642 -1.356
H 2.642 9.088 0.398
H 4.140 8.778 -0.278
H 3.473 7.648 0.877
H -1.408 5.030 -1.758
H -1.279 6.524 -1.348
H -0.863 5.364 -0.001
O 2.383 3.619 -4.566
S 3.357 2.625 -4.150
O 3.193 1.971 -2.916
O 3.220 1.527 -5.379
C 2.386 0.331 -5.060
C 2.362 -0.708 -6.233
C 5.010 3.186 -4.301
H 1.373 0.550 -4.793
H 2.716 -0.002 -4.183
H 3.491 -1.000 -6.414
H 1.927 -0.196 -6.973
H 1.604 -1.564 -5.911
H 5.173 3.708 -3.346
H 4.948 3.937 -5.001
H 5.632 2.260 -4.795
O 3.285 -4.580 -1.660
S 3.346 -3.125 -1.533
O 2.232 -2.408 -1.796
O 3.514 -2.901 0.101
C 2.809 -3.754 0.948
C 2.757 -3.308 2.399
C 4.812 -2.533 -2.276
H 3.059 -4.716 0.888
H 1.471 -3.711 0.875
H 3.769 -3.369 2.786
H 2.126 -4.228 2.695
H 2.322 -2.352 2.446
H 5.006 -2.990 -3.285
H 5.677 -2.648 -1.753
H 4.684 -1.485 -2.826
C -4.218 -3.479 -2.557
C -5.235 -4.570 -2.337
O -5.554 -4.510 -0.963
C -5.025 -3.403 -0.461
O -5.257 -3.016 0.668
O -4.265 -2.693 -1.337
H -4.612 -2.719 -3.263
H -3.071 -3.642 -2.735
H -4.932 -5.613 -2.785
H -5.978 -4.283 -2.770
C -6.359 1.939 0.912
C -5.467 0.886 1.279
O -4.198 1.674 1.468
C -4.357 2.887 1.033
O -3.415 3.697 0.833
O -5.630 3.071 0.757
H -6.970 1.970 1.879
H -7.062 1.712 0.354
H -5.363 0.021 0.445
H -5.649 0.456 2.118
C 5.607 1.571 0.626
C 4.220 1.666 -0.043
O 3.276 1.373 0.925
C 3.870 1.224 2.066
O 3.219 1.147 3.150
O 5.175 1.334 1.971
H 6.105 2.467 0.536
H 6.183 0.637 0.369
H 4.128 1.088 -0.850
H 4.086 2.652 -0.684
C -2.641 -7.034 3.075
C -2.839 -5.584 2.503
O -1.636 -5.361 1.971
C -0.851 -6.240 2.272
O 0.334 -6.311 1.983
O -1.361 -7.280 2.756
H -3.189 -7.752 2.525
H -2.748 -7.139 4.114
H -3.055 -4.846 3.358
H -3.789 -5.627 1.824

***

Entry 2:
A molecular structure, C7H11NO. Source: the Open Molecules 2025 dataset; level of theory: the ωB97M-V functional and the def2-TZVPD basis.

## Properties
energy: -403.1422 a.u.
E_HOMO: -8.92 eV
gap between HOMO and LUMO: 9.5 eV
LUMO: 0.0227 hartree
relative energy (zero: lowest compared OMol25 entry of this formula, charge and spin): 503.44 kJ/mol

Geometry (Å):
C 0.622 -0.470 -0.265
C 0.572 -1.770 0.489
C 0.589 -0.568 -1.752
C -2.515 1.228 0.328
N -1.357 0.429 0.673
C -0.065 0.808 0.253
C 1.801 0.469 0.612
C 2.916 0.750 0.956
O 0.081 1.966 -0.196
H -1.494 -0.228 1.427
H -0.348 -2.298 0.229
H 0.560 -1.610 1.564
H 1.435 -2.389 0.234
H -0.445 -0.437 -2.086
H 1.029 -1.493 -2.121
H 1.161 0.245 -2.206
H -2.937 0.899 -0.625
H -3.280 1.124 1.100
H -2.229 2.277 0.235
H 3.904 1.068 1.152

***

Entry 3:
C4H12N2O in the gas phase. Source: the Open Molecules 2025 dataset; level of theory: the ωB97M-V functional and the def2-TZVPD basis.

## Properties
SMILES string: C[C@@H](O)[C@@H](N)CN
energy: -344.2838 a.u.
E_HOMO: -9.24 eV
gap between HOMO and LUMO: 10.1 eV
LUMO: 0.0304 hartree
relative energy (zero: lowest compared OMol25 entry of this formula, charge and spin): 265.81 kJ/mol

Geometry (Å):
C -0.119 1.897 1.338
C -0.558 0.502 1.131
O -1.953 0.270 0.814
C 0.137 -0.403 0.176
N -0.327 -1.869 0.128
C 0.118 0.043 -1.265
N 1.133 -0.391 -2.267
H -0.842 2.667 0.963
H 0.078 2.141 2.390
H 0.754 1.823 0.757
H -0.484 -0.118 1.990
H -1.759 -0.708 0.468
H 1.186 -0.554 0.495
H -0.179 -2.510 0.899
H -0.052 -2.294 -0.764
H 0.412 1.045 -1.137
H -0.807 -0.011 -1.766
H 2.048 -0.102 -1.980
H 1.214 -1.427 -2.368

***

Entry 4:
9 unconnected molecules or ions with the total composition C44H53BrF11N3O31S3. Source: the Open Molecules 2025 dataset; level of theory: the ωB97M-V functional and the def2-TZVPD basis.

## Properties
SMILES string: CCOC[C@]1(O)[C@](Br)(CCO)[C@@](CCC(N)=O)(C(F)(F)F)[C@H](CCCSC(=S)n2ccnc2)OS1(=O)=O.O=C1OC[C@@H](F)O1.O=C1OC[C@@H](F)O1.O=C1OC[C@@H](F)O1.O=C1OC[C@@H](F)O1.O=C1OC[C@@H](F)O1.O=C1OC[C@@H](F)O1.O=C1OC[C@@H](F)O1.O=C1OC[C@@H](F)O1
energy: -9072.2975 a.u.
E_HOMO: -8.90 eV
gap between HOMO and LUMO: 8.1 eV
LUMO: -0.0287 hartree

Geometry (Å):
C 3.943 -2.406 -2.059
C 2.685 -2.431 -2.955
O 2.039 -1.168 -2.821
C 1.393 -0.736 -3.995
C 0.013 -0.109 -3.763
O -0.568 -0.117 -5.046
C -0.016 1.385 -3.247
Br -1.627 2.224 -4.149
C 1.115 2.179 -3.944
C 2.572 2.099 -3.470
O 2.912 3.114 -2.524
C -0.187 1.525 -1.702
C 1.155 1.177 -0.985
C 1.104 0.497 0.384
C 2.539 0.469 0.933
N 3.207 1.712 1.134
O 3.112 -0.581 1.162
C -0.525 2.959 -1.257
F -0.301 3.119 0.074
F 0.243 3.881 -1.841
F -1.799 3.322 -1.446
C -1.372 0.605 -1.293
C -2.049 0.827 0.066
C -3.427 0.114 -0.006
C -3.984 -0.049 1.411
S -4.490 1.561 2.084
C -5.679 2.126 0.871
S -6.980 1.264 0.468
N -5.379 3.358 0.267
C -5.665 3.779 -1.006
C -5.119 5.007 -1.064
N -4.540 5.358 0.127
C -4.712 4.350 0.920
O -0.981 -0.816 -1.327
S -1.007 -1.318 -2.821
O -0.410 -2.618 -2.820
O -2.320 -1.396 -3.375
H 4.797 -2.264 -2.714
H 4.089 -3.385 -1.607
H 3.880 -1.629 -1.301
H 3.034 -2.620 -3.967
H 2.037 -3.216 -2.565
H 2.056 -0.117 -4.605
H 1.207 -1.616 -4.620
H -0.652 -1.030 -5.347
H 1.105 1.873 -4.992
H 0.836 3.226 -3.996
H 2.905 1.123 -3.124
H 3.207 2.304 -4.342
H 3.439 3.777 -2.974
H 1.682 2.120 -0.858
H 1.808 0.579 -1.617
H 0.502 1.025 1.123
H 0.824 -0.545 0.311
H 2.531 2.467 1.107
H 3.912 1.843 0.419
H -2.204 0.666 -1.997
H -2.275 1.856 0.326
H -1.552 0.376 0.929
H -3.339 -0.872 -0.463
H -4.079 0.724 -0.634
H -3.185 -0.403 2.058
H -4.785 -0.784 1.458
H -6.203 3.226 -1.748
H -5.103 5.667 -1.914
H -4.371 4.316 1.936
O -0.997 -1.657 1.461
C -1.236 -2.542 2.217
O -0.340 -3.454 2.636
C -0.974 -4.265 3.639
C -2.430 -4.086 3.302
F -3.217 -4.134 4.409
O -2.466 -2.771 2.769
H -0.728 -3.876 4.628
H -0.649 -5.296 3.578
H -2.812 -4.789 2.559
O 3.825 -4.418 -5.346
C 2.865 -5.088 -5.162
O 1.918 -5.337 -6.100
C 1.001 -6.285 -5.541
C 1.198 -6.077 -4.059
F 1.018 -7.227 -3.363
O 2.563 -5.698 -3.983
H 1.283 -7.292 -5.854
H -0.016 -6.083 -5.866
H 0.577 -5.289 -3.624
O 5.310 3.004 -5.481
C 5.397 4.178 -5.614
O 6.310 4.805 -6.389
C 5.996 6.202 -6.388
C 5.214 6.348 -5.106
F 4.266 7.308 -5.202
O 4.583 5.082 -4.989
H 5.392 6.440 -7.265
H 6.900 6.806 -6.404
H 5.825 6.532 -4.221
O 0.713 6.371 4.867
C -0.181 6.286 4.096
O -0.119 6.646 2.793
C -1.355 6.262 2.174
C -2.287 6.206 3.358
F -3.243 5.256 3.190
O -1.426 5.813 4.412
H -1.238 5.288 1.695
H -1.662 6.989 1.427
H -2.761 7.155 3.608
O -0.380 -6.900 4.810
C 0.127 -7.670 4.062
O 0.345 -8.975 4.330
C 0.841 -9.588 3.134
C 1.416 -8.407 2.392
F 1.306 -8.554 1.053
O 0.572 -7.346 2.815
H 0.015 -10.049 2.592
H 1.584 -10.347 3.364
H 2.450 -8.170 2.646
O -5.126 4.253 8.973
C -4.282 4.855 8.404
O -2.983 4.473 8.318
C -2.320 5.387 7.436
C -3.206 6.604 7.524
F -3.229 7.299 6.355
O -4.483 6.040 7.749
H -2.292 4.967 6.433
H -1.302 5.579 7.765
H -2.961 7.286 8.341
O 7.011 -2.666 -1.332
C 7.327 -1.562 -1.610
O 6.944 -0.910 -2.740
C 7.409 0.437 -2.645
C 8.554 0.304 -1.671
F 8.699 1.420 -0.913
O 8.135 -0.765 -0.846
H 6.612 1.073 -2.255
H 7.719 0.812 -3.617
H 9.512 0.054 -2.130
O -6.785 -8.181 5.261
C -6.759 -7.012 5.079
O -5.894 -6.380 4.244
C -6.272 -5.001 4.194
C -7.020 -4.831 5.492
F -8.013 -3.915 5.382
O -7.591 -6.113 5.685
H -6.912 -4.831 3.326
H -5.401 -4.360 4.124
H -6.391 -4.580 6.347

***

Entry 5:
2 unconnected molecules or ions with the total composition CH3NO. Source: the Open Molecules 2025 dataset; level of theory: the ωB97M-V functional and the def2-TZVPD basis.

## Properties
energy: -169.7958 a.u.
E_HOMO (spin up / spin down): -9.51 / -9.51 eV
gap between HOMO and LUMO (spin up / spin down): 10.0 / 10.0 eV
LUMO (spin up / spin down): 0.0180 / 0.0180 hartree
relative energy (zero: lowest compared OMol25 entry of this formula, charge and spin): 293.43 kJ/mol

Geometry (Å):
C -1.332 -0.321 0.242
N 0.576 0.490 0.279
O -2.213 0.401 -0.069
H -1.341 -1.366 0.309
H 1.217 -0.228 -0.132
H 0.169 1.157 -0.359

***

Entry 6:
A molecular structure, C16H32Br4N3O5V. Source: the Open Molecules 2025 dataset; level of theory: the ωB97M-V functional and the def2-TZVPD basis.

## Properties
energy: -12408.9357 a.u.
E_HOMO (spin up / spin down): -11.50 / -11.53 eV
gap between HOMO and LUMO (spin up / spin down): 2.3 / 3.7 eV
multiplicity: 2
LUMO (spin up / spin down): -0.3385 / -0.2887 hartree
⟨S²⟩: 0.999
net charge: +1
relative energy (zero: lowest compared OMol25 entry of this formula, charge and spin): 118.71 kJ/mol

Geometry (Å):
O -1.616 31.865 9.325
V -2.692 31.106 8.440
C -4.368 32.524 4.739
C -3.717 31.872 5.949
O -2.878 32.534 6.631
O -4.123 30.768 6.433
H -3.642 33.190 4.274
H -5.177 33.164 5.091
H -4.800 31.751 4.103
C -2.969 25.614 6.103
O -2.513 24.528 5.766
N -4.216 26.091 5.851
C -4.706 27.393 6.201
C -5.049 25.411 4.915
H -2.452 26.235 6.850
H -4.762 28.109 5.381
H -4.096 27.887 6.958
H -5.719 27.486 6.594
H -4.630 24.409 4.818
H -6.078 25.286 5.254
H -5.014 25.867 3.925
C -9.435 31.701 7.050
O -10.577 31.319 7.124
N -8.797 32.148 5.976
C -7.369 32.121 5.715
C -9.659 32.150 4.763
H -8.698 31.388 7.806
H -6.815 32.150 6.653
H -7.177 32.911 4.989
H -7.270 31.257 5.058
H -9.756 31.090 4.528
H -10.624 32.650 4.846
H -9.212 32.531 3.845
C -5.906 32.538 -0.062
C -5.316 33.131 1.164
C -6.306 33.110 2.347
C -7.574 33.764 2.003
N -8.550 34.224 1.658
H -6.720 33.054 -0.571
H -6.100 31.467 -0.003
H -5.110 32.693 -0.791
H -4.775 34.068 1.033
H -4.547 32.445 1.522
H -5.976 33.798 3.126
H -6.491 32.078 2.647
Br -4.118 29.269 2.998
C -2.221 29.467 3.529
C -1.534 30.526 2.630
Br -0.037 31.344 3.555
H -1.654 28.539 3.457
H -2.311 29.835 4.552
H -2.266 31.307 2.424
H -1.233 30.062 1.691
Br -4.758 37.728 9.981
C -4.307 36.674 8.249
C -4.772 35.234 8.200
Br -6.747 35.209 7.866
H -3.250 36.814 8.027
H -4.649 37.192 7.353
H -4.645 34.592 9.072
H -4.341 34.651 7.387

***

Entry 7:
A molecular structure, C4H7BrCuN. Source: the Open Molecules 2025 dataset; level of theory: the ωB97M-V functional and the def2-TZVPD basis.

## Properties
energy: -4425.8116 a.u.
E_HOMO: -9.41 eV
gap between HOMO and LUMO: 7.3 eV
LUMO: -0.0761 hartree
relative energy (zero: lowest compared OMol25 entry of this formula, charge and spin): 90.66 kJ/mol

Geometry (Å):
Cu -0.196 -0.394 -4.477
Br 2.122 -0.357 -3.151
C 1.001 -0.459 1.801
C -0.018 0.382 1.047
C -0.647 -0.083 -0.314
C -1.755 0.709 -0.803
N -2.659 1.392 -1.174
H 1.799 -0.754 1.120
H 0.618 -1.402 2.191
H 1.487 0.057 2.629
H 0.348 1.393 0.866
H -0.902 0.592 1.649
H -1.261 -0.981 -0.241
H 0.063 -0.094 -1.141

***

Entry 8:
2 unconnected molecules or ions with the total composition C4H12N2S. Source: the Open Molecules 2025 dataset; level of theory: the ωB97M-V functional and the def2-TZVPD basis.

## Properties
energy: -667.1982 a.u.
E_HOMO: -8.50 eV
gap between HOMO and LUMO: 8.0 eV
LUMO: -0.0186 hartree
relative energy (zero: lowest compared OMol25 entry of this formula, charge and spin): 253.81 kJ/mol

Geometry (Å):
C -0.461 2.022 -0.772
C 0.139 0.652 -0.537
C -0.197 -0.445 -1.567
S 0.866 -1.847 -1.662
N -0.317 0.194 0.770
C 0.136 -1.086 1.280
N -0.139 -1.086 2.701
H -0.189 2.748 -0.004
H -0.132 2.416 -1.733
H -1.536 2.200 -0.884
H 1.224 0.815 -0.670
H -1.223 -0.731 -1.297
H -0.263 0.149 -2.475
H 1.900 -0.817 -2.862
H -0.301 0.812 1.585
H -0.297 -1.905 0.665
H 1.229 -1.197 1.194
H 0.602 -1.569 3.182
H -1.041 -1.326 3.088